# 1
C6H5BrS | the ωB97M-V functional and the def2-TZVPD basis

XYZ file:
```
13
Properties=species:S:1:pos:R:3:forces:R:3
S 2.79377 -0.77515 -0.69641 -1.1 0.6 0.9
C 1.11248 -0.05019 -0.35231 0.5 -1.4 -1.9
C 0.79178 0.39046 0.87352 -2.9 -0.5 3.9
C -0.58664 0.33178 1.34769 0.4 2.2 -0.8
C -1.63423 0.28002 0.36887 1.5 0.8 1.8
C -1.29364 0.11045 -0.93686 1.6 -1.3 -1.5
Br -2.62002 -0.10187 -2.36090 0.7 0.3 1.0
C 0.06315 -0.19122 -1.25815 -0.4 -1.0 -2.7
H 3.04788 -1.20225 0.60070 -0.4 0.4 -1.1
H 1.53048 0.57103 1.62154 0.6 0.1 0.3
H -0.89981 0.67086 2.41383 0.9 -0.8 -2.0
H -2.59256 0.61084 0.68245 -0.9 -0.4 0.1
H 0.28737 -0.64477 -2.30394 -0.5 1.0 1.9
```
Positions in Å, forces in eV/Å.

Summary:
- Multiplicity: 1
- Total charge: 0
- SMILES string: Sc1cccc(Br)c1
- Gap between HOMO and LUMO: 9.7103 eV
- HOMO level: -9.10 eV

# 2
C19H21FN2O5S | the ωB97M-V functional and the def2-TZVPD basis

XYZ file:
```
49
Properties=species:S:1:pos:R:3:forces:R:3
C 8.44160 -0.85526 -0.11942 0.3 -0.3 -0.2
O 7.67052 0.04679 0.64899 -0.2 0.2 0.1
C 6.39495 0.32287 0.30239 -0.2 0.2 0.1
C 5.72674 1.22525 1.13679 0.2 -0.2 -0.2
C 4.42022 1.59837 0.90887 -0.1 0.0 -0.1
C 3.72051 1.09263 -0.17908 -0.1 0.0 0.0
C 2.28693 1.46657 -0.44186 0.3 0.3 -0.1
O 1.51840 0.27514 -0.33528 -0.2 -0.1 0.0
C 0.17163 0.31506 -0.50559 -0.4 -0.1 -0.1
C -0.51576 1.48700 -0.81962 0.2 0.0 0.0
C -1.88990 1.48008 -0.98008 -0.1 0.0 0.0
C -2.59065 0.30171 -0.82364 -0.6 0.1 0.0
S -4.36699 0.27782 -1.05044 0.5 -0.2 0.1
O -4.68440 -0.47978 -2.22447 0.0 -0.3 0.1
O -4.83973 1.63624 -0.98564 0.1 0.0 0.2
N -4.81857 -0.63264 0.29128 0.6 0.3 -1.0
C -4.87979 0.16916 1.49707 0.1 0.4 0.6
C -6.32449 0.69663 1.59244 0.0 0.1 0.1
C -7.12785 -0.19207 0.62635 0.0 -0.1 0.0
C -6.12216 -1.25780 0.16766 -0.6 -0.2 -0.3
C -1.92907 -0.86456 -0.50618 0.3 -0.2 0.0
C -0.54865 -0.88604 -0.34216 -0.2 0.2 0.0
C 0.03285 -2.21855 0.03578 0.2 0.0 0.0
N 1.35375 -2.39507 -0.17715 0.4 -0.2 0.0
O -0.67196 -3.10482 0.47435 -0.2 -0.1 0.1
C 4.36309 0.19736 -1.01986 0.1 0.1 0.2
C 5.67072 -0.18060 -0.78044 0.0 -0.1 -0.1
F 6.21647 -1.06499 -1.65365 0.0 0.1 0.1
H 9.41106 -0.89473 0.37436 -0.1 0.0 0.0
H 8.57156 -0.50275 -1.14539 0.0 0.0 0.1
H 8.00028 -1.85467 -0.13162 0.0 0.1 0.0
H 6.27688 1.61804 1.97655 0.1 0.0 0.1
H 3.94177 2.29232 1.58255 -0.1 0.1 0.1
H 1.94737 2.20608 0.29256 0.0 -0.1 -0.1
H 2.18375 1.88650 -1.45218 -0.1 0.0 0.1
H 0.01703 2.41597 -0.94342 0.1 0.1 0.0
H -2.42960 2.38249 -1.22014 0.0 0.2 0.0
H -4.63360 -0.47648 2.34468 0.0 0.1 -0.1
H -4.14115 0.96723 1.43088 0.0 0.0 0.2
H -6.36108 1.73574 1.27202 0.0 0.0 0.1
H -6.69627 0.63057 2.61382 0.0 0.0 0.0
H -7.99906 -0.63982 1.10100 -0.1 0.0 -0.1
H -7.45717 0.39045 -0.23298 -0.1 0.0 0.0
H -6.13920 -2.13206 0.82471 0.0 0.0 -0.1
H -6.26024 -1.57457 -0.86414 -0.1 -0.2 0.1
H -2.48044 -1.78167 -0.37087 0.0 -0.1 0.1
H 1.95633 -1.62968 -0.42235 0.0 0.0 0.1
H 1.75536 -3.27301 0.10882 -0.1 0.0 0.0
H 3.85799 -0.22246 -1.87627 0.0 -0.1 -0.1
```
Positions in Å, forces in eV/Å.

Summary:
- Multiplicity: 1
- Total charge: 0
- SMILES string: COc1ccc(COc2ccc(S(=O)(=O)N3CCCC3)cc2C(N)=O)cc1F
- Gap between HOMO and LUMO: 9.5745 eV
- HOMO level: -9.09 eV

# 3
C31H27N9O4PtS | the ωB97M-V functional and the def2-TZVPD basis

XYZ file:
```
73
Properties=species:S:1:pos:R:3:forces:R:3
Pt -0.09347 -0.56624 0.18338 -0.9 0.4 0.5
C -4.37216 2.18207 1.25967 0.0 0.0 0.0
C -3.78428 0.91960 1.25837 -0.1 0.1 -0.1
N -2.98978 0.53624 0.27195 -0.4 -0.2 -0.1
C -2.77537 1.40263 -0.71308 0.0 0.1 -0.2
C -3.34278 2.67258 -0.69302 0.1 0.0 0.1
N -4.14084 3.06128 0.29430 0.0 0.0 0.0
C -1.93635 0.92867 -1.84703 -0.1 0.2 0.0
C -2.14454 1.40479 -3.13515 0.0 -0.1 0.0
C -1.42609 0.87976 -4.20050 0.0 0.1 -0.1
C -0.53703 -0.15838 -3.94035 0.0 0.0 0.1
C -0.36027 -0.58042 -2.63824 -0.1 0.0 -0.3
N -1.02113 -0.01205 -1.60845 0.4 -0.2 0.2
C 0.45874 -1.75422 -2.27666 0.0 0.0 0.0
C 1.17191 -2.55936 -3.15575 -0.1 0.1 0.0
N 1.75515 -3.68008 -2.76193 0.0 -0.1 0.0
C 1.61846 -4.02963 -1.48770 0.0 -0.1 0.0
C 0.95990 -3.22988 -0.56897 0.0 0.2 -0.3
N 0.41318 -2.08055 -0.97600 0.6 -0.9 -0.3
C -1.63188 1.38216 -5.57859 0.0 0.0 0.0
C -1.64075 0.51721 -6.66639 0.0 0.0 0.0
C -1.84027 1.04437 -7.93343 0.0 0.0 0.0
N -2.01638 2.34036 -8.17133 0.0 0.0 0.0
C -2.00393 3.16229 -7.12656 0.0 0.0 0.0
C -1.82154 2.73790 -5.81918 0.0 0.0 0.0
H -5.03798 2.48893 2.05696 0.0 0.0 0.0
H -3.95767 0.21144 2.05905 0.0 0.0 0.0
H -3.13139 3.40724 -1.46040 0.0 0.0 -0.1
H -2.91013 2.14212 -3.32378 0.0 0.0 0.1
H 0.01485 -0.61200 -4.75028 0.0 0.0 0.0
H 1.27988 -2.28745 -4.19749 0.0 0.0 0.0
H 2.05988 -4.96844 -1.17942 0.0 0.0 0.0
H 0.87429 -3.47916 0.47753 0.0 0.0 0.0
H -1.52870 -0.55135 -6.53692 0.0 0.0 0.0
H -1.86296 0.39173 -8.79829 0.0 0.0 0.0
H -2.14401 4.21472 -7.34405 0.0 0.0 0.0
H -1.79928 3.45881 -5.01230 0.0 0.0 0.0
O 0.92083 1.98448 -0.85831 0.0 0.0 -0.1
N 1.23267 2.60788 0.18883 0.0 0.0 0.1
C 2.26039 3.53126 0.13608 -0.1 -0.1 -0.1
C 2.53085 4.33138 1.19033 0.0 0.0 0.1
C 1.75700 4.23037 2.37541 0.1 0.1 0.0
C 0.78161 3.29262 2.45423 -0.1 -0.1 -0.1
C 0.52765 2.39992 1.37430 0.3 0.3 0.1
S -0.55444 1.14420 1.59812 0.1 0.2 0.2
H 2.76740 3.55139 -0.81553 0.0 0.0 0.0
H 3.33115 5.05196 1.10604 0.0 0.0 0.0
H 1.95714 4.88216 3.21380 0.0 0.0 0.0
H 0.19393 3.15667 3.35135 0.0 0.0 0.0
C 0.70236 -4.69283 3.38837 0.0 0.0 0.0
C 0.65696 -3.64295 4.49226 0.0 0.0 0.0
C 1.18508 -2.27111 4.04444 0.0 0.0 0.0
C 1.01811 -1.25387 5.20084 0.0 0.0 0.0
C 1.61177 0.12382 4.93121 0.0 0.0 0.0
C 2.66728 -2.38185 3.75233 0.0 0.0 0.0
O 3.44391 -2.92949 4.49457 0.0 0.0 0.0
N 3.11634 -1.76417 2.60071 0.0 -0.1 0.0
C 2.34387 -1.19773 1.60493 0.0 0.1 0.1
O 2.87005 -0.67997 0.63737 -0.1 0.0 0.0
N 0.97481 -1.27450 1.74889 0.3 -0.1 -0.1
C 0.35144 -1.77858 2.86970 -0.1 0.2 -0.1
O -0.86192 -1.79648 2.92527 -0.1 0.0 0.1
H 0.40325 -5.66798 3.77001 0.0 0.0 0.0
H 1.71182 -4.79975 2.98170 0.0 0.0 0.0
H 0.01366 -4.43808 2.57878 0.0 0.0 0.0
H 1.26638 -3.96157 5.33765 0.0 0.0 0.0
H -0.36643 -3.50622 4.84019 0.0 0.0 0.0
H 1.48606 -1.69647 6.08152 0.0 0.0 0.0
H -0.05227 -1.17584 5.39681 0.0 0.0 0.0
H 2.69903 0.08683 4.84383 0.0 0.0 0.0
H 1.37302 0.80222 5.75004 0.0 0.0 0.0
H 1.20917 0.55800 4.01161 0.0 0.0 0.0
H 4.11482 -1.76342 2.44232 0.0 0.0 0.0
```
Positions in Å, forces in eV/Å.

Summary:
- Multiplicity: 2
- Total charge: +1
- Gap between HOMO and LUMO (spin up / spin down): 7.8117 / 6.2369 eV
- HOMO level (spin up / spin down): -11.77 / -11.78 eV

Results for energy relative to the best compared isomer or geometry (same formula, charge and spin): 21.77; 8.41; 0.00 (in kcal/mol, following the order of the records).